No. 1
Below is C15H32F3N4O3STa as an isolated structure, with properties calculated with the ωB97M-V functional and the def2-TZVPD basis.

The value obtained for the LUMO energy is -0.007 eV. For the frontier orbital gap, the calculation gives 8.249 eV. The calculation puts the energy relative to the best compared isomer or geometry (same formula, charge and spin) at 2.6 kcal per mole.

Each line ends with the Mulliken charge.
CARTESIAN COORDINATES (ANGSTROEM)
Ta: -0.420485 -0.414247 0.080516  0.38
N: -1.092043 -2.344214 0.273660  0.50
N: -1.974257 0.518353 0.960995  0.82
N: 1.707108 0.117102 -0.159315  0.24
N: 0.321147 1.766220 -0.191918  0.10
H: -3.207079 -2.201842 -0.006124  0.22
C: -2.463861 -2.749507 0.592227  -1.02
H: -2.692098 -2.642563 1.662088  0.22
H: -2.562456 -3.817508 0.352293  0.42
H: -0.960665 -4.277463 -0.480838  0.55
C: -0.316290 -3.563234 0.055308  -1.20
H: -0.032821 -4.023604 1.016432  0.31
H: 0.589460 -3.392957 -0.550088  0.18
C: -3.222178 0.925598 0.350205  -1.19
H: -3.324260 2.021540 0.449764  0.34
H: -3.293083 0.662857 -0.716025  0.27
H: -4.061609 0.454798 0.890600  0.33
H: -2.079565 2.141558 2.299380  0.41
C: -1.921689 1.053368 2.332037  -1.01
H: -2.714345 0.576063 2.930000  0.32
H: -0.964386 0.851397 2.816191  0.02
C: 2.708888 -0.678246 -0.812641  0.93
H: 2.091808 -1.280591 -1.508218  -0.11
C: 3.367634 -1.610382 0.197848  -1.35
H: 2.648644 -2.243153 0.718006  0.19
H: 4.110010 -2.254296 -0.285757  0.42
H: 3.873732 -1.033998 0.978845  0.36
C: 3.754669 0.039330 -1.669735  -1.72
H: 4.512143 -0.697619 -1.974664  0.42
H: 3.310363 0.428456 -2.594029  0.37
H: 4.283953 0.855409 -1.147264  0.38
H: -0.402133 4.366901 -2.315164  0.48
C: 0.112991 3.410749 -2.160918  -1.32
H: 1.196151 3.597083 -2.239534  0.29
H: -0.185410 2.751159 -2.982662  0.22
C: -0.387044 2.869074 -0.815528  0.99
H: -1.329771 2.357298 -1.071988  -0.21
C: -0.756921 3.971121 0.186173  -1.45
H: -0.429827 3.758364 1.207738  0.32
H: -0.323346 4.938948 -0.084054  0.47
H: -1.840986 4.113726 0.195916  0.24
H: 2.448000 2.168281 -0.473791  0.29
C: 1.596086 1.460257 -0.211964  -0.23
C: -0.864750 -0.508734 -1.932800  -0.24
H: -0.582804 -1.582812 -1.857089  0.50
H: -1.935592 -0.392126 -1.593285  0.03
C: -0.772210 0.028360 -3.362880  -0.39
H: -1.710333 0.557738 -3.603124  0.34
C: 0.157604 -0.146412 -4.350136  -0.82
H: 0.918403 -0.912977 -4.277274  0.29
H: 0.302492 0.590803 -5.156368  0.23
F: 1.002316 -1.792193 5.569902  -0.21
C: 0.873759 -0.966778 4.515095  0.58
F: -0.030451 -0.010727 4.836293  -0.20
F: 2.063465 -0.375450 4.273509  -0.21
S: 0.298233 -1.818520 2.963917  1.13
O: 1.300384 -2.774513 2.576964  -0.68
O: -1.041499 -2.267415 3.236965  -0.69
O: 0.346805 -0.577830 2.066311  -0.89

Force components x, y, z for each atom (eV/Å):
Ta -0.5 1.1 2.9
N 0.3 0.4 -0.1
N 0.8 -0.9 -0.3
N -0.2 0.9 0.2
N 0.4 -0.3 0.1
H 0.1 0.0 0.2
C -0.2 0.1 0.3
H 0.0 0.1 -0.3
H -0.3 0.3 0.1
H 0.5 0.1 -0.1
C 0.1 -0.1 -0.2
H 0.1 0.1 -0.4
H -0.1 0.0 0.3
C -0.3 0.2 -0.1
H -0.2 -0.3 -0.2
H 0.0 0.1 0.4
H 0.1 0.2 -0.2
H -0.1 -0.2 0.1
C 0.1 0.1 -0.1
H 0.1 0.2 -0.1
H -0.4 0.2 -0.2
C 0.5 -0.8 0.0
H 0.5 -0.2 0.0
C 0.3 -0.2 0.1
H -0.1 0.0 -0.1
H -0.1 0.0 0.0
H 0.0 0.1 -0.1
C 0.1 0.2 -0.1
H -0.2 0.2 0.1
H 0.0 0.1 0.2
H -0.3 -0.3 -0.1
H 0.2 -0.1 -0.1
C 0.2 0.2 -0.1
H -0.3 -0.1 0.2
H 0.2 0.0 0.2
C -0.7 -0.2 0.5
H 0.1 0.4 0.0
C 0.0 0.6 0.1
H -0.1 -0.2 -0.2
H 0.1 -0.1 0.0
H 0.1 0.1 0.1
H -1.0 -0.9 0.4
C -0.4 -0.6 -2.0
C 0.2 -0.3 -3.2
H -0.5 0.2 -0.6
H 0.3 -0.7 -0.2
C 0.1 -0.2 0.0
H 0.9 0.6 0.0
C -0.7 0.6 1.5
H 0.3 0.2 0.3
H -0.8 -0.8 0.1
F -0.1 0.4 -0.9
C 0.2 0.3 0.2
F 0.6 -0.5 -0.1
F -0.7 -0.4 0.3
S -0.1 0.6 -0.4
O -0.3 0.3 0.5
O 0.7 0.2 0.1
O 0.3 -1.1 0.7

No. 2
Below is a 3-piece molecular cluster, C15H32IN3O6P overall, with properties calculated with the ωB97M-V functional and the def2-TZVPD basis.

The charge is +1. The value obtained for the LUMO energy is -3.630 eV. For the frontier orbital gap, the calculation gives 8.239 eV. The calculation puts the energy relative to the best compared isomer or geometry (same formula, charge and spin) at 0.0 kcal per mole.

Each line ends with the Mulliken charge.
CARTESIAN COORDINATES (ANGSTROEM)
C: 2.222012 -2.261910 2.118078  -1.47
C: 1.786566 -1.277643 0.999658  -0.05
C: 0.479185 -1.717581 0.324381  0.20
C: 0.297653 -1.017559 -1.021933  -1.41
C: -0.683340 -1.507861 1.294762  0.08
N: -1.197701 -2.843570 1.838391  -0.29
C: -2.501349 -3.057258 1.357515  0.29
N: -2.705458 -4.109886 0.614527  -0.08
P: -4.320603 -4.546916 -0.038367  0.08
O: -5.075227 -4.944459 1.347279  -0.41
I: -3.863918 -6.716662 -0.975329  0.07
N: -3.445914 -2.172888 1.734790  -0.32
C: -2.847311 -0.782896 1.596583  -0.55
O: -1.800622 -0.884620 0.677442  -0.39
H: 1.451629 -3.017622 2.280435  0.31
H: 3.113515 -2.797017 1.805903  0.41
H: 2.389177 -1.751057 3.062137  0.34
H: 2.554298 -1.318428 0.236633  -0.05
H: 1.679479 -0.273483 1.408013  0.28
H: 0.582814 -2.787945 0.142672  0.29
H: 1.135765 -1.279958 -1.663173  0.49
H: 0.198080 0.060430 -0.914003  -0.02
H: -0.597377 -1.401830 -1.515261  0.45
H: -0.357084 -0.893155 2.136000  0.55
H: -1.328436 -2.681433 2.837199  0.38
H: -1.894669 -4.684969 0.415639  0.33
H: -5.608303 -4.193559 1.631566  0.37
H: -4.280562 -2.183471 1.153486  0.44
H: -2.533895 -0.395065 2.564180  0.33
H: -3.589942 -0.150339 1.122225  0.31
O: 4.196315 -1.127422 -1.906157  -0.58
C: 4.146401 0.073854 -1.838559  0.95
O: 4.370699 0.661777 -0.655646  -0.35
C: 4.430535 2.087054 -0.487301  -0.69
C: 3.036505 2.665206 -0.351829  -0.57
C: 3.760660 0.913229 -3.034141  -1.08
H: 5.012349 2.546966 -1.287616  0.38
H: 4.990021 2.245065 0.432451  0.34
H: 2.445356 2.485721 -1.251582  0.13
H: 3.079366 3.738051 -0.174607  0.43
H: 2.521499 2.195271 0.474057  0.21
H: 2.677231 0.881247 -3.145537  0.18
H: 4.220220 0.474934 -3.916677  0.37
H: 4.081284 1.949640 -2.976384  0.35
O: 0.715356 3.458770 0.927085  -0.55
C: -0.370534 3.462449 0.418340  0.74
O: -0.731799 2.347930 -0.255972  -0.22
C: -2.027253 2.091431 -0.792505  -0.03
C: -2.252702 2.751483 -2.136661  -1.28
C: -1.286574 4.657935 0.440388  -1.23
H: -2.805352 2.358674 -0.070280  0.46
H: -2.054202 1.008947 -0.906078  0.01
H: -2.204274 3.837980 -2.068413  0.32
H: -3.228576 2.476525 -2.536705  0.41
H: -1.483413 2.436386 -2.841813  0.31
H: -0.953081 5.366343 -0.316763  0.30
H: -1.210228 5.125436 1.418844  0.35
H: -2.334273 4.419729 0.268630  0.38

Force components x, y, z for each atom (eV/Å):
C -0.5 0.2 -0.3
C 0.0 -0.9 0.3
C 0.4 0.4 -0.1
C -0.5 -0.4 0.1
C 0.0 -0.5 -0.6
N -0.3 0.8 0.3
C 0.6 -0.5 0.5
N -0.4 -0.4 -0.1
P -0.4 0.2 -0.3
O 0.4 0.0 -0.1
I 0.2 0.3 0.3
N 0.1 0.8 -1.0
C 0.0 -0.3 -0.5
O 0.3 0.5 0.5
H 0.0 -0.1 0.1
H 0.2 0.0 0.2
H 0.2 -0.1 0.1
H 0.2 0.5 -0.1
H 0.1 0.2 -0.3
H -0.2 -0.1 0.0
H 0.2 0.2 0.0
H 0.2 0.1 0.0
H -0.1 0.1 -0.1
H -0.1 -0.1 0.2
H 0.2 -0.3 0.1
H 0.1 0.0 0.3
H -0.4 -0.1 0.2
H -0.1 -0.4 0.2
H 0.0 0.0 0.1
H -0.2 0.0 0.3
O -0.1 0.0 0.1
C -0.2 0.0 -0.1
O 0.3 -0.1 0.2
C -0.2 0.2 -0.1
C 0.4 -0.2 -0.3
C 0.4 0.2 -0.1
H 0.0 -0.1 0.0
H 0.0 -0.2 0.0
H 0.0 0.1 0.0
H 0.0 0.0 0.1
H 0.0 0.0 0.1
H 0.0 0.0 0.0
H -0.1 -0.1 0.0
H -0.1 0.0 0.1
O -0.4 0.3 0.3
C 0.1 0.1 -0.2
O 0.1 -0.4 0.0
C -0.3 0.1 -0.1
C 0.2 0.1 0.0
C -0.3 -0.2 0.2
H 0.1 0.1 0.0
H 0.0 0.0 0.0
H -0.1 0.0 0.0
H 0.0 0.0 0.0
H 0.0 -0.1 0.0
H 0.0 0.0 0.0
H 0.2 0.1 0.0
H 0.0 0.0 -0.1

No. 3
Below is C15H32N3O7P2SiV as an isolated structure, with properties calculated with the ωB97M-V functional and the def2-TZVPD basis.

The charge is +3. The value obtained for the LUMO energy (alpha / beta) is -9.576 / -9.013 eV. For the frontier orbital gap (alpha / beta), the calculation gives 8.420 / 8.984 eV. The calculation puts the energy relative to the best compared isomer or geometry (same formula, charge and spin) at 9.6 kcal per mole. Its multiplicity is 2.

Each line ends with the Löwdin spin population.
CARTESIAN COORDINATES (ANGSTROEM)
V: -0.614666 0.210499 0.622421  1.01
C: -3.321762 1.436236 2.462910  0.00
P: -2.607605 -0.137204 1.945571  -0.02
C: -3.876046 -1.090445 1.090547  0.00
C: -2.148290 -1.029153 3.442777  0.00
H: -4.172810 1.244743 3.119417  0.00
H: -3.670389 2.001881 1.599379  0.00
H: -2.576376 2.017411 3.005782  0.00
H: -4.732698 -1.227982 1.753128  0.00
H: -3.481362 -2.067963 0.813861  0.00
H: -4.205692 -0.570028 0.191846  0.00
H: -3.034795 -1.162928 4.065963  0.00
H: -1.405798 -0.460250 4.003668  0.00
H: -1.740669 -2.008219 3.192007  0.00
O: 1.447252 1.814927 3.527205  0.00
C: 1.400145 1.409811 2.421601  0.00
O: 0.153180 1.270760 1.770762  0.00
C: 2.530040 0.993705 1.550009  0.00
C: 3.774708 0.707838 2.114388  0.00
C: 4.815162 0.261644 1.310560  0.00
C: 4.629353 0.087608 -0.057148  0.00
C: 3.383289 0.380967 -0.582569  0.00
C: 2.341025 0.852776 0.188506  0.00
N: 3.117570 0.198744 -2.008504  0.00
O: 4.019884 0.018206 -2.766729  0.00
O: 1.914436 0.115434 -2.327550  0.00
H: 3.915548 0.835256 3.180120  0.00
H: 5.777711 0.039848 1.750066  0.00
H: 5.426563 -0.267513 -0.696465  0.00
H: 1.439715 1.180969 -0.313016  0.00
N: 0.488080 0.906017 -4.418366  0.00
C: -0.808690 0.803092 -3.675016  0.00
P: -0.798636 1.937016 -2.215459  0.01
O: -1.198107 1.099490 -0.991357  0.03
O: 0.457643 2.724540 -2.224842  0.00
C: -2.134739 3.201473 -2.471248  0.00
N: -1.529255 4.538901 -2.130382  0.00
H: 1.254073 0.471379 -3.847547  0.00
H: 0.760776 1.879410 -4.577274  0.00
H: 0.438064 0.429361 -5.321823  0.00
H: -0.926255 -0.226984 -3.342983  0.00
H: -1.624778 1.035844 -4.358447  0.00
H: -3.022578 3.035063 -1.866768  0.00
H: -2.432664 3.234816 -3.518242  0.00
H: -0.502633 4.462746 -2.261741  0.00
H: -1.688174 4.800691 -1.155298  0.00
H: -1.901360 5.294660 -2.711080  0.00
C: 1.583806 -3.258255 -0.642221  0.00
Si: 0.353073 -3.047375 0.717940  0.00
C: -1.140728 -4.123801 0.580650  0.00
C: 1.109867 -2.951627 2.411302  0.00
O: -0.294232 -1.404228 0.433349  -0.03
H: 1.992766 -4.271197 -0.596687  0.00
H: 2.421452 -2.567397 -0.524943  0.00
H: 1.144415 -3.126796 -1.631820  0.00
H: -0.827202 -5.171003 0.553270  0.00
H: -1.698189 -3.933520 -0.338442  0.00
H: -1.813846 -4.020846 1.434156  0.00
H: 0.589315 -3.595085 3.122671  0.00
H: 1.101007 -1.935532 2.814139  0.00
H: 2.151105 -3.278433 2.383994  0.00

Force components x, y, z for each atom (eV/Å):
V -0.1 0.0 -0.1
C 0.0 0.0 0.0
P -0.1 0.0 0.0
C 0.0 0.0 0.0
C 0.0 0.0 0.0
H 0.0 0.0 0.0
H 0.0 0.0 0.0
H 0.0 0.0 0.0
H 0.0 0.0 0.0
H 0.0 0.0 0.0
H 0.0 0.0 0.0
H 0.0 0.0 0.0
H 0.0 0.0 0.0
H 0.0 0.0 0.0
O 0.0 -0.1 0.0
C 0.0 0.2 -0.1
O 0.0 0.1 0.1
C 0.0 -0.1 0.0
C 0.0 0.0 0.0
C 0.0 0.0 0.0
C 0.0 0.0 0.0
C 0.0 0.2 0.0
C 0.0 0.0 0.0
N 0.0 -0.9 0.2
O 0.0 0.3 -0.1
O 0.1 0.2 -0.1
H 0.0 0.0 0.0
H 0.0 0.0 0.0
H 0.0 0.0 0.0
H 0.1 0.0 0.0
N 0.0 0.0 -0.1
C 0.0 0.0 0.0
P 0.1 -0.1 0.0
O 0.0 0.1 0.0
O 0.0 0.1 0.0
C 0.0 0.0 0.0
N 0.0 0.0 0.0
H 0.0 0.1 0.1
H 0.0 0.0 0.0
H 0.0 0.0 0.0
H 0.0 0.0 0.0
H 0.0 0.0 0.0
H 0.0 0.0 0.0
H 0.0 0.0 0.0
H 0.0 0.0 0.0
H 0.0 0.0 0.0
H 0.0 0.0 0.0
C 0.0 0.0 0.0
Si 0.0 0.0 0.0
C 0.0 0.0 0.0
C 0.0 0.0 0.0
O 0.0 -0.2 0.0
H 0.0 0.0 0.0
H 0.0 0.0 0.0
H 0.0 0.0 0.0
H 0.0 0.0 0.0
H 0.0 0.0 0.0
H 0.0 0.0 0.0
H 0.0 0.0 0.0
H 0.0 0.0 0.0
H 0.0 0.0 0.0

No. 4
Below is C15H32N5NbO as an isolated structure, with properties calculated with the ωB97M-V functional and the def2-TZVPD basis.

The value obtained for the LUMO energy is -0.377 eV. For the frontier orbital gap, the calculation gives 7.299 eV. The calculation puts the energy relative to the best compared isomer or geometry (same formula, charge and spin) at 11.3 kcal per mole.

Each line ends with the Mulliken charge.
CARTESIAN COORDINATES (ANGSTROEM)
Nb: -0.102769 0.485575 0.718513  -0.27
N: -1.408464 1.910195 1.102704  0.36
N: 1.672105 1.242340 1.387096  0.36
N: -1.067901 -1.185389 -0.130025  0.53
N: 1.081405 -0.598682 -0.632759  0.32
H: -0.456981 3.633893 0.302440  0.28
C: -0.971278 3.295141 1.225930  -0.96
H: -0.293108 3.421566 2.104753  0.16
H: -1.908787 3.827228 1.356841  0.40
H: -3.320255 2.519103 1.086024  0.42
C: -2.790927 1.596208 1.404229  -0.97
H: -2.914557 1.436905 2.497950  0.22
H: -3.167273 0.734715 0.839415  0.21
C: 2.258922 2.268279 0.543233  -1.09
H: 3.295968 1.999042 0.277020  0.37
H: 1.681712 2.387112 -0.384533  0.26
H: 2.280040 3.238594 1.068276  0.33
H: 3.478160 0.612711 2.258902  0.32
C: 2.461814 0.950658 2.558794  -1.20
H: 2.587167 1.853305 3.190668  0.26
H: 2.007665 0.167921 3.158306  0.23
C: -2.324217 -1.883282 -0.275722  0.52
H: -3.030725 -1.192265 -0.776477  0.29
C: -2.929239 -2.229805 1.094072  -1.44
H: -2.731317 -1.453446 1.860046  0.20
H: -4.012268 -2.342799 0.973469  0.41
H: -2.512669 -3.176232 1.481617  0.38
C: -2.174370 -3.133436 -1.128287  -1.73
H: -3.142045 -3.680905 -1.135569  0.42
H: -1.946554 -2.868257 -2.173489  0.32
H: -1.417886 -3.790007 -0.736127  0.40
H: 3.374207 -1.268898 -3.026040  0.56
C: 2.343245 -1.201960 -2.693886  -1.64
H: 1.927470 -2.229739 -2.596626  0.30
H: 1.770551 -0.641243 -3.419748  0.24
C: 2.331067 -0.499916 -1.343824  0.92
H: 2.492346 0.576788 -1.518870  0.04
C: 3.463899 -0.963888 -0.400691  -1.28
H: 3.076717 -1.291995 0.583528  0.22
H: 3.988688 -1.820853 -0.864993  0.47
H: 4.164743 -0.140976 -0.250508  0.18
H: 0.180955 -2.376332 -1.466990  0.29
C: 0.024498 -1.381312 -0.902309  -0.02
C: -0.683382 1.519532 -1.356622  -0.28
H: -1.785141 1.416331 -1.064686  0.23
H: -0.454956 2.604604 -1.351078  0.51
C: -0.340346 0.804211 -2.567880  -0.45
H: 0.292710 1.267395 -3.330584  0.39
C: -0.795317 -0.450319 -2.857300  -0.93
H: -1.842632 -0.813055 -2.600071  0.44
H: -0.103009 -1.164844 -3.468787  0.23
O: -0.787038 -0.881430 4.963724  -0.65
C: -0.528857 -0.668626 3.782511  0.68
N: -0.291768 -0.439481 2.634412  -0.76

Force components x, y, z for each atom (eV/Å):
Nb 1.2 1.0 1.5
N 1.5 -0.4 1.0
N -1.7 0.1 -0.1
N 1.4 0.9 0.0
N -2.0 -0.6 0.3
H -0.3 0.0 0.6
C -0.2 -0.6 0.3
H -0.5 0.2 -0.6
H 0.2 0.9 0.1
H -0.5 -0.8 0.3
C 0.2 1.2 0.1
H -0.2 0.0 -0.6
H 0.1 0.1 0.1
C 0.2 0.0 0.1
H -0.2 0.1 0.0
H 0.2 0.0 0.2
H 0.0 -0.2 -0.2
H -0.3 0.2 0.2
C 0.7 0.1 -0.1
H -0.1 -0.3 -0.2
H 0.0 0.0 0.0
C -0.1 -0.2 0.2
H 0.2 -0.1 0.0
C 0.2 0.1 0.3
H -0.1 -0.3 -0.5
H 0.2 -0.1 0.1
H -0.1 0.4 -0.2
C -1.3 0.1 -0.7
H 0.6 0.3 0.0
H 0.0 -0.3 0.4
H 0.3 -0.3 0.2
H 0.1 -0.1 -0.2
C 0.0 -0.6 0.5
H 0.4 0.6 -0.2
H 0.0 0.0 -0.2
C 0.1 0.1 0.4
H -0.1 -0.3 -0.1
C 0.1 -0.6 -0.1
H 0.2 0.3 -0.6
H -0.1 0.4 0.4
H 0.2 -0.2 0.1
H -0.5 1.6 0.6
C 1.3 -2.4 -0.6
C -1.9 -0.1 -0.4
H 1.4 0.0 -0.8
H 0.0 -0.7 -0.1
C -1.0 -0.2 -0.4
H 0.9 -0.3 0.8
C 0.0 -1.2 -1.4
H 1.8 0.4 0.1
H -2.1 1.6 0.4
O 0.9 0.6 -3.6
C -0.9 -0.4 3.1
N -0.1 -0.2 -0.2

no.,energy (a.u.),strongest force on any atom (Eh/bohr)
1,-1790.2246,0.0621
2,-1845.3081,0.0252
3,-3197.1392,0.0177
4,-996.6404,0.0733